12 unconnected molecules or ions with the total composition C71H78N12O3P2 at a distorted geometry. Source: OMol25; level of theory: the ωB97M-V functional and the def2-TZVPD basis.

Geometry as XYZ:
```
166
Properties=species:S:1:pos:R:3:forces:R:3
C 3.2074 -4.3989 2.5029 0.432 0.699 0.039
C 2.8330 -3.2508 2.3273 0.069 0.979 -0.215
C 2.5077 -1.7653 2.1155 -0.021 0.499 0.697
C 3.0789 -0.8171 3.1489 -1.173 2.213 -0.746
C 3.9456 -1.2863 4.3581 0.853 0.084 -0.710
C 5.3203 -1.1306 4.4031 -1.516 -0.258 0.191
C 2.7773 0.6511 3.0431 -1.401 -2.036 -2.613
C 1.9205 1.0892 1.9045 -0.392 -1.358 -0.471
C 1.3473 0.1518 0.8598 1.452 -0.932 2.280
C 1.6445 -1.3365 0.9682 1.124 2.145 2.080
P 0.8612 -2.4516 -0.3209 -0.811 0.244 -1.088
C 2.0386 -3.7733 -0.9470 0.891 -1.216 -0.148
C 1.2443 -5.0393 -1.5556 0.347 0.072 1.129
C -0.6460 -3.2157 0.5545 0.162 0.431 1.890
C -1.5249 -1.9824 1.1122 0.215 -0.214 -0.718
C 0.4241 0.7662 -0.2876 0.135 0.210 0.481
O 0.5176 0.4470 -1.4498 -0.152 0.541 1.620
C -0.5931 1.8749 0.2351 -0.421 1.148 1.029
C -2.0022 1.9934 -0.2518 0.753 1.719 2.805
P -2.7346 0.8707 -1.5505 1.845 1.116 -2.578
O -1.9756 1.0213 -2.8598 -1.348 -0.305 1.694
C -2.8584 3.0656 0.3764 2.619 -0.572 0.633
C -2.3047 3.9650 1.4204 1.530 -1.402 -0.612
C -0.8740 3.8685 1.8935 -0.978 -1.494 -1.617
C -0.3520 4.8524 3.0251 -0.740 -1.801 -0.996
C -0.5659 4.4026 4.4016 0.948 1.952 0.946
C -0.1522 5.2792 5.5385 0.616 1.460 -4.209
C 0.4430 6.5561 5.0411 -0.931 -2.245 -0.576
C 0.5911 6.7771 3.5961 0.529 1.118 0.542
N 0.2293 5.9935 2.5124 -0.708 -0.779 4.904
C -0.0157 2.8067 1.2823 -2.132 0.181 -0.613
C 1.5006 2.6097 1.7183 -0.185 -0.687 -0.205
O 2.2777 3.5323 1.8597 -1.186 -1.183 0.104
H 3.7503 -5.3527 2.6743 -1.025 1.254 -0.242
H 3.4047 -1.7824 5.2217 0.760 -0.194 -1.564
H 5.9106 -1.9009 4.9727 -0.591 1.497 0.080
H 5.8723 -0.2838 3.9032 -0.653 -1.563 -0.184
H 3.1305 1.4252 3.7812 -0.321 -1.127 -0.886
H 2.7590 -4.1825 -0.1811 -0.733 0.601 -0.747
H 2.6710 -3.3298 -1.7844 -0.949 -0.195 1.182
H 0.1492 -4.8025 -1.6795 1.190 -0.400 -0.250
H 1.3342 -5.8745 -0.7850 -0.378 1.003 -1.030
H 1.7384 -5.4196 -2.4945 -0.731 0.584 0.864
H -1.2781 -3.8523 -0.1326 1.035 0.669 0.725
H -0.2886 -3.7708 1.4773 -0.684 0.064 -1.222
H -1.1509 -1.6276 2.1255 -0.554 -0.464 -1.321
H -2.6349 -2.2375 1.1421 1.497 0.220 0.174
H -1.4057 -1.1489 0.3573 -0.209 -0.648 0.981
H -4.0950 1.3186 -1.7315 0.511 -0.312 0.782
H -2.7823 -0.5015 -1.1393 -0.195 0.747 0.332
H -3.9250 3.1363 0.0305 1.250 0.132 0.558
H -2.9481 4.7513 1.9193 0.773 -1.107 -0.832
H -1.0394 3.4046 4.6078 0.550 1.205 -0.485
H -0.2640 5.0641 6.6313 0.053 0.031 -1.361
H 0.7769 7.3424 5.7723 -0.347 -0.889 -1.076
H 1.0854 7.7588 3.3032 -0.684 -1.334 0.436
N -0.8181 7.7286 8.7771 -0.057 0.007 -0.070
C -0.7255 8.9814 9.3225 0.142 0.001 0.084
C -1.6469 9.7841 8.6977 0.122 0.034 0.088
C -2.3254 8.9841 7.7429 -0.046 -0.154 -0.125
C -1.7951 7.7215 7.8167 0.002 -0.031 -0.013
H -0.2564 6.9369 9.0416 -0.092 0.117 0.024
H -0.0128 9.1924 10.1049 -0.087 0.010 -0.015
H -1.8157 10.8299 8.9046 -0.009 -0.080 0.010
H -3.1142 9.2987 7.0771 0.058 -0.030 0.052
H -2.0265 6.8210 7.2701 -0.029 0.101 0.012
N 5.6073 1.6159 6.5928 -0.032 0.069 0.048
C 5.9152 2.2384 7.7724 -0.003 -0.045 0.040
C 6.5335 3.4267 7.4754 -0.058 -0.058 0.166
C 6.5963 3.5284 6.0626 -0.025 -0.016 -0.182
C 6.0151 2.3986 5.5454 -0.008 -0.066 -0.047
H 5.1515 0.7220 6.5075 0.072 0.101 -0.055
H 5.6696 1.7823 8.7186 0.044 0.050 -0.054
H 6.8991 4.1442 8.1939 -0.024 -0.058 -0.048
H 7.0194 4.3389 5.4891 -0.038 -0.066 0.031
H 5.8577 2.0841 4.5255 0.029 0.073 0.053
N 1.5012 11.3024 8.3350 0.132 0.006 0.009
C 2.8529 11.3130 8.1187 -0.027 -0.023 -0.034
C 3.3036 12.5940 8.3157 0.129 -0.138 -0.033
C 2.1822 13.3855 8.6700 -0.165 0.060 0.053
C 1.0856 12.5607 8.6763 -0.058 -0.037 -0.025
H 0.9043 10.4931 8.2561 -0.010 0.166 0.013
H 3.3757 10.4106 7.8425 -0.008 0.084 0.006
H 4.3261 12.9251 8.2174 -0.072 -0.029 0.008
H 2.1789 14.4409 8.8957 -0.007 -0.078 -0.013
H 0.0477 12.7604 8.8926 0.081 0.020 -0.027
N -5.1857 -1.9772 -3.4682 0.030 -0.074 -0.055
C -3.8797 -2.0809 -3.8677 0.140 0.181 0.019
C -3.6480 -3.3873 -4.2191 0.055 0.096 0.014
C -4.8613 -4.0977 -4.0303 -0.124 -0.065 0.232
C -5.7921 -3.2020 -3.5693 -0.053 -0.093 0.200
H -5.6312 -1.1330 -3.1509 0.032 -0.108 -0.115
H -3.2291 -1.2180 -3.8660 0.013 -0.050 -0.040
H -2.7107 -3.7879 -4.5740 -0.060 0.045 0.023
H -5.0329 -5.1475 -4.2129 -0.012 0.088 -0.027
H -6.8301 -3.3289 -3.3044 0.074 -0.022 -0.038
N 0.3791 7.7364 -0.3481 -0.101 0.096 0.012
C 0.2970 8.9975 -0.8731 -0.003 -0.032 0.004
C 0.6589 8.9293 -2.1962 -0.058 0.144 0.070
C 0.9660 7.5746 -2.4792 0.158 -0.091 0.005
C 0.7820 6.8635 -1.3214 0.150 -0.082 0.132
H 0.1740 7.4864 0.6074 0.062 -0.157 -0.129
H -0.0102 9.8320 -0.2623 0.031 -0.038 -0.068
H 0.6970 9.7604 -2.8838 -0.013 -0.061 0.049
H 1.2855 7.1663 -3.4259 -0.054 0.022 0.061
H 0.9033 5.8131 -1.1054 0.029 0.070 -0.002
N 3.0608 -9.4239 -4.2191 -0.096 0.073 0.021
C 3.3680 -8.7900 -3.0448 -0.017 -0.031 0.112
C 3.9903 -7.6065 -3.3533 -0.092 -0.089 0.138
C 4.0565 -7.5190 -4.7678 -0.065 0.020 -0.165
C 3.4732 -8.6519 -5.2747 -0.052 -0.028 -0.131
H 2.6029 -10.3170 -4.2951 0.160 0.055 0.076
H 3.1189 -9.2359 -2.0944 0.035 0.035 -0.059
H 4.3567 -6.8825 -2.6414 -0.014 -0.057 -0.046
H 4.4832 -6.7156 -5.3487 -0.041 -0.070 0.022
H 3.3169 -8.9768 -6.2920 0.104 0.042 0.041
N -5.7695 -3.3842 -8.1920 -0.131 -0.079 0.004
C -6.3303 -3.4182 -6.9442 0.047 0.174 -0.047
C -7.5509 -4.0362 -7.0461 0.100 0.063 0.125
C -7.7310 -4.3943 -8.4073 0.024 -0.034 -0.182
C -6.6147 -3.9819 -9.0890 0.020 0.019 -0.099
H -4.8744 -2.9832 -8.4154 -0.116 -0.066 0.061
H -5.8149 -2.9999 -6.0959 -0.050 -0.047 -0.096
H -8.2382 -4.2129 -6.2327 0.058 0.009 -0.046
H -8.5828 -4.8983 -8.8381 0.070 0.032 0.017
H -6.3493 -4.0603 -10.1317 -0.050 -0.012 0.071
N -0.3779 -9.4048 -4.4128 -0.043 -0.049 -0.070
C -1.3698 -10.3191 -4.6506 -0.017 -0.079 -0.017
C -2.4298 -10.0134 -3.8356 0.037 -0.130 -0.127
C -2.0663 -8.8680 -3.0813 0.087 0.118 0.060
C -0.7969 -8.5146 -3.4617 0.084 0.116 0.123
H 0.5197 -9.3882 -4.8668 -0.112 0.085 0.090
H -1.2345 -11.1062 -5.3759 -0.047 0.048 0.054
H -3.3637 -10.5520 -3.7871 0.070 0.039 -0.015
H -2.6680 -8.3596 -2.3433 0.053 -0.016 -0.055
H -0.1554 -7.7089 -3.1380 -0.051 -0.033 -0.014
N 1.3835 -7.1096 -7.8576 -0.030 0.008 -0.089
C 1.3042 -5.8479 -8.3819 0.007 0.045 0.066
C 1.6803 -5.9127 -9.6997 -0.063 0.134 0.095
C 1.9932 -7.2661 -9.9836 0.035 -0.184 0.002
C 1.7981 -7.9810 -8.8293 0.037 -0.048 0.067
H 1.1698 -7.3584 -6.9063 0.036 0.084 -0.111
H 0.9893 -5.0152 -7.7729 0.032 -0.044 -0.064
H 1.7244 -5.0798 -10.3844 -0.008 -0.057 0.057
H 2.3235 -7.6708 -10.9279 -0.028 0.021 0.073
H 1.9192 -9.0316 -8.6153 -0.011 0.060 -0.066
N 0.8009 -7.6124 1.4191 -0.078 -0.091 0.026
C 0.2235 -7.6407 2.6607 0.040 0.077 0.072
C -0.9905 -8.2690 2.5486 0.091 0.070 0.150
C -1.1509 -8.6395 1.1889 0.026 -0.022 -0.180
C -0.0298 -8.2243 0.5171 0.060 0.040 -0.098
H 1.6955 -7.2063 1.2030 -0.134 -0.043 0.037
H 0.7252 -7.2109 3.5136 -0.067 -0.022 -0.045
H -1.6865 -8.4443 3.3547 0.059 0.014 -0.051
H -1.9933 -9.1535 0.7519 0.077 0.031 0.010
H 0.2489 -8.3090 -0.5221 -0.082 -0.022 0.051
N -2.2392 5.1011 -3.6817 -0.090 0.090 0.063
C -2.1574 6.3595 -3.1467 -0.068 -0.043 0.064
C -3.0904 7.1466 -3.7733 0.061 0.005 0.122
C -3.7650 6.3310 -4.7188 -0.063 -0.138 -0.083
C -3.2199 5.0743 -4.6370 -0.007 -0.092 -0.060
H -1.6674 4.3164 -3.4139 -0.086 0.043 -0.058
H -1.4441 6.5842 -2.3711 -0.062 0.042 -0.111
H -3.2695 8.1922 -3.5740 0.036 -0.072 -0.003
H -4.5606 6.6313 -5.3837 0.059 -0.034 0.034
H -3.4431 4.1662 -5.1749 0.025 0.078 0.015
```
Positions in Å, forces in eV/Å.

## Properties
structure (SMILES): C#Cc1c(C=C)cc2c(c1P(CC)CC)C(=O)c1c([PH2]=O)ccc(-c3ccccn3)c1C2=O.c1cc[nH]c1.c1cc[nH]c1.c1cc[nH]c1.c1cc[nH]c1.c1cc[nH]c1.c1cc[nH]c1.c1cc[nH]c1.c1cc[nH]c1.c1cc[nH]c1.c1cc[nH]c1.c1cc[nH]c1
LUMO: -0.0483 Eh
highest occupied orbital energy: -7.67 eV